# 1
Entry from the Open Molecules 2025 dataset: a molecular structure, C22H60Be2N5O9 in a non-equilibrium geometry (the ωB97M-V functional and the def2-TZVPD basis).

The geometry in XYZ format:
```
98
Properties=species:S:1:pos:R:3:forces:R:3:lowdin_charge:R:1
Be 4.88624 -1.31951 1.32769 -2.1 3.2 -3.8 1.12
Be 0.39221 -1.92018 4.07851 -3.9 2.9 -0.3 1.11
O 0.56739 -0.17957 -0.23884 1.5 -0.6 1.0 0.15
C 1.19798 -0.70309 0.81862 0.7 -0.7 1.7 -0.73
O 0.57158 -0.92432 1.88499 -1.0 -1.1 1.6 -0.03
O 2.44667 -0.88836 0.69041 1.2 -0.3 -0.1 -0.05
H 1.42704 -0.12379 -0.70778 -0.6 0.7 -1.8 0.10
C -3.98923 -3.70843 -4.20378 -0.8 0.6 0.9 -0.06
C -4.35316 -2.22277 -4.09593 0.6 -0.2 -1.4 -0.41
C -3.39830 -1.36749 -3.25282 -1.3 -0.1 0.7 -0.23
O -2.10525 -1.26590 -3.76105 1.0 0.4 -0.6 -0.16
C -1.32363 -0.29458 -3.07760 -0.3 -0.3 -0.4 -0.10
N -4.42710 -1.66152 -5.45349 0.3 -0.2 -0.5 0.05
H -2.93227 -3.86130 -4.41170 -0.1 -0.2 0.0 0.08
H -4.63537 -4.11912 -4.97845 0.3 -0.3 0.0 0.08
H -4.32725 -4.11947 -3.24990 0.5 -0.6 0.0 0.08
H -5.37836 -2.16643 -3.72851 0.2 0.3 0.6 0.14
H -3.31730 -1.77892 -2.23909 -0.3 -0.1 0.2 0.12
H -3.89812 -0.39566 -3.18466 0.3 0.3 0.0 0.13
H -1.29647 -0.52214 -2.01018 0.1 0.1 0.1 0.05
H -1.66696 0.73036 -3.23911 -0.5 0.0 0.1 0.10
H -0.30735 -0.29184 -3.47248 0.0 -0.4 -0.1 0.07
H -5.15502 -2.14673 -5.97094 -0.5 0.3 0.3 0.08
H -3.62333 -2.01593 -5.96807 0.4 0.5 0.1 0.08
C 1.94545 2.78210 -2.75315 0.2 0.0 0.4 -0.05
C 3.27293 2.21405 -3.28881 -2.0 0.1 0.0 -0.42
C 3.15005 0.71878 -3.59582 1.3 0.3 -0.7 -0.17
O 3.04996 -0.11951 -2.44391 -1.2 0.5 1.2 -0.26
C 2.80968 -1.44435 -2.84789 1.0 -1.6 -0.3 -0.11
N 3.61114 2.98083 -4.48503 0.5 -0.4 -0.4 0.05
H 2.01190 3.86985 -2.78530 0.0 0.0 0.5 0.08
H 1.68940 2.44584 -1.74513 0.0 0.1 0.1 0.06
H 1.10107 2.55639 -3.40681 0.1 -0.3 -0.1 0.09
H 4.07280 2.25818 -2.54708 0.1 0.6 0.0 0.10
H 4.12187 0.43438 -4.01307 -0.2 0.0 -0.8 0.13
H 2.32486 0.48734 -4.27107 0.1 0.1 -0.1 0.14
H 3.70025 -1.78217 -3.39034 -0.2 -0.1 -0.5 0.10
H 1.92450 -1.65096 -3.45043 -0.1 0.6 -0.1 0.11
H 2.77769 -2.15314 -2.01690 -0.3 0.5 0.5 0.09
H 3.49723 3.97508 -4.32624 0.4 0.0 0.5 0.08
H 2.93177 2.85345 -5.22868 0.0 -0.6 0.0 0.09
C -5.37409 1.35951 1.21833 0.0 1.1 -0.5 -0.06
C -4.65805 0.43206 0.20740 -1.5 -0.8 2.2 -0.37
C -3.19025 0.75534 0.09640 -0.1 0.6 -0.9 -0.22
O -3.12111 2.03883 -0.50475 0.8 -0.2 0.1 -0.17
C -1.79207 2.54308 -0.52438 -0.9 0.5 0.1 -0.09
N -4.80529 -0.93675 0.80182 0.7 -0.2 0.1 0.03
H -6.45626 1.22985 1.25059 0.0 -0.2 -0.4 0.09
H -5.19561 2.41667 1.01289 0.0 0.0 -0.1 0.08
H -5.06634 1.21316 2.25746 0.4 -0.3 -0.1 0.07
H -5.15868 0.46900 -0.75840 0.2 0.0 -0.1 0.15
H -2.65875 0.03612 -0.53338 -0.1 -0.2 0.1 0.09
H -2.68429 0.79659 1.06896 -0.1 -0.2 0.3 0.10
H -1.12058 1.99913 -1.19143 0.0 -0.2 0.0 0.06
H -1.38953 2.56137 0.49324 0.2 -0.1 0.1 0.07
H -1.89286 3.57728 -0.85062 0.2 0.0 -0.1 0.10
H -5.75988 -1.27284 0.87015 -0.3 0.3 -0.8 0.08
H -4.63926 -0.77226 1.79087 0.4 -0.2 0.1 0.04
C -0.13429 -0.04376 7.18629 0.7 1.4 0.0 -0.04
C -1.32448 -0.66103 6.43342 1.3 1.4 1.2 -0.39
C -1.68942 0.09474 5.17631 -0.1 -0.2 -0.1 -0.14
O -0.55570 0.04913 4.28032 0.0 -1.8 0.5 -0.25
C -0.43370 1.21732 3.48224 1.2 0.2 -1.0 -0.05
N -0.95588 -2.01899 6.07323 0.1 -1.4 -1.1 0.08
H 0.74851 0.11627 6.55967 0.1 -0.7 -0.3 0.07
H 0.19891 -0.48504 8.12595 -0.3 -0.7 -0.2 0.10
H -0.24204 0.99961 7.49618 -1.0 0.0 -0.1 0.10
H -2.17399 -0.67621 7.11938 -0.2 0.0 -0.2 0.17
H -1.95281 1.12845 5.40129 0.3 0.0 0.1 0.15
H -2.55822 -0.34747 4.68335 0.1 -0.1 -0.1 0.14
H -0.19017 2.04941 4.14194 -0.2 0.2 -0.2 0.12
H -1.26978 1.39556 2.80431 -0.4 -0.1 0.5 0.10
H 0.38611 0.98669 2.80072 0.0 0.4 0.3 0.07
H -1.84632 -2.47115 5.87124 0.2 -0.3 -0.9 0.10
H -0.70990 -2.54628 6.90871 0.8 0.2 0.0 0.12
C 6.71659 0.78658 -1.62251 -0.3 0.5 -0.3 0.00
C 5.97165 0.42128 -0.32208 0.7 2.0 -2.2 -0.38
C 5.09859 1.56934 0.18369 0.5 -0.4 -0.4 -0.15
O 4.57220 1.02349 1.36103 0.4 -1.2 1.3 -0.25
C 3.80057 1.86465 2.21454 -0.3 -0.3 0.3 -0.03
N 5.14428 -0.74672 -0.59497 0.5 -2.6 2.0 0.09
H 7.38754 -0.00949 -1.94419 0.1 0.0 0.1 0.10
H 7.26429 1.72998 -1.59506 0.3 -0.2 0.6 0.11
H 6.02085 0.99390 -2.43985 -0.3 -0.4 0.0 0.08
H 6.72796 0.05247 0.37335 0.1 0.7 0.6 0.14
H 4.26722 1.85402 -0.46567 0.0 -0.6 -0.4 0.13
H 5.64595 2.50943 0.27652 0.4 -0.2 0.7 0.16
H 4.33253 2.76432 2.52429 0.3 -0.1 -0.1 0.11
H 3.60954 1.22069 3.07132 -0.3 0.4 0.1 0.09
H 2.87456 2.15978 1.71806 -0.1 -0.1 0.0 0.10
H 5.77224 -1.31936 -1.15934 0.1 -0.7 0.4 0.13
H 4.39592 -0.60893 -1.28870 -1.0 0.7 0.5 0.08
C -2.10248 -2.74570 1.91816 0.0 0.8 -1.5 -0.12
O -1.99781 -2.71766 3.34350 0.8 0.0 0.3 -0.15
H -3.03391 -3.12207 1.49728 -0.1 -0.3 0.6 0.09
H -2.06551 -1.72065 1.54725 0.2 0.0 0.1 0.06
H -1.27325 -3.29066 1.46735 0.0 -0.2 0.3 0.08
H -2.81067 -3.06155 3.72616 0.1 -0.2 0.1 0.10
```
Positions in Å, forces in eV/Å.

The calculation puts the HOMO-LUMO gap at 1.25 eV. Its total charge is +3. The LUMO energy is -12.44 eV.

***

# 2
Entry from the Open Molecules 2025 dataset: 6 unconnected molecules or ions with the total composition C22H60ClN5O20P5 (the ωB97M-V functional and the def2-TZVPD basis).

The geometry in XYZ format:
```
113
Properties=species:S:1:pos:R:3:forces:R:3:lowdin_charge:R:1
C 3.08034 1.74692 -1.19097 -0.7 -0.4 0.0 -0.10
C 2.28386 2.31598 -0.00557 0.2 0.2 -0.6 -0.24
C 0.89808 2.87335 -0.33324 0.7 0.0 -0.3 -0.61
Cl 1.01034 3.94606 -1.75686 0.0 -0.1 0.0 0.71
N -0.05708 1.80558 -0.56991 -0.3 -0.3 0.3 0.00
C 0.16296 0.52320 -0.89369 -0.1 0.0 0.0 -0.07
N -0.93959 -0.18129 -0.98209 -0.3 0.3 -0.2 0.19
C -1.92696 0.70129 -0.71849 0.6 -0.7 0.0 -0.35
N -3.23191 0.34579 -0.70381 0.1 0.6 -0.1 0.19
N -1.41629 1.91995 -0.47420 -0.8 -0.3 -0.1 0.08
C -2.27253 3.07142 -0.08838 0.1 0.5 -0.1 -0.14
N -1.74644 4.35228 -0.45388 -0.3 0.1 0.7 -0.11
C -2.79030 5.21924 -1.05464 0.3 -0.7 0.1 -0.07
H 2.41498 1.43451 -1.98777 -0.1 0.0 -0.3 0.05
H 3.62728 0.86007 -0.89346 0.4 0.0 0.1 0.08
H 3.73764 2.47860 -1.63158 0.3 0.1 0.0 0.08
H 2.20469 1.59667 0.80324 -0.1 0.0 0.3 0.10
H 2.82705 3.18464 0.34024 0.1 0.1 0.5 0.11
H 0.57394 3.47397 0.50133 -0.4 0.1 0.1 0.11
H 1.13679 0.10388 -1.03641 0.3 0.1 0.0 0.14
H -3.58792 -0.17327 -1.48485 0.0 -0.4 0.1 0.12
H -3.87636 0.61929 0.01173 -0.1 0.3 0.0 0.11
H -2.51053 2.98125 0.96886 0.2 -0.1 0.3 0.15
H -3.19823 2.89819 -0.62335 -0.1 -0.3 -0.2 0.12
H -1.45638 4.80520 0.40261 0.3 0.1 -0.1 0.11
H -3.74497 5.01189 -0.57363 -0.3 0.2 -0.1 0.07
H -2.83430 5.00844 -2.11587 -0.2 0.1 -0.2 0.09
H -2.53985 6.25604 -0.90380 0.2 0.3 0.0 0.09
C -7.84706 8.20227 2.60598 -0.1 0.1 0.1 -0.08
O -7.45220 7.18754 1.67327 0.0 -0.1 -0.1 -0.21
P -7.31784 5.69923 2.19868 0.0 0.1 -0.1 0.33
O -8.53698 5.12702 2.76617 -0.1 -0.1 0.2 -0.21
O -6.05448 5.70769 3.15680 0.0 -0.1 0.0 -0.21
C -6.27237 5.63257 4.57770 0.0 -0.1 0.1 -0.08
O -6.73817 4.95727 0.92724 0.2 0.1 -0.1 -0.23
C -7.68974 4.57081 -0.08030 -0.2 0.0 -0.2 -0.08
H -8.59949 7.82563 3.30002 0.0 0.0 0.0 0.09
H -6.97376 8.55621 3.15506 0.0 0.0 0.0 0.09
H -8.27003 9.02547 2.03858 0.0 0.0 -0.1 0.09
H -6.90847 4.78530 4.82478 -0.1 0.0 0.0 0.09
H -6.72696 6.55118 4.94532 0.0 0.0 0.0 0.09
H -5.29987 5.50388 5.04420 0.0 0.0 -0.1 0.09
H -8.34566 5.40056 -0.34151 0.0 0.0 0.0 0.10
H -8.28614 3.73718 0.27598 -0.1 0.0 0.0 0.06
H -7.13835 4.26454 -0.96533 0.1 0.0 0.1 0.09
C 2.84261 -1.43170 5.73426 -0.1 -0.2 0.1 -0.08
O 3.15212 -0.10541 5.28679 0.0 0.1 -0.1 -0.20
P 2.04365 0.70296 4.49853 0.2 0.1 0.2 0.32
O 0.78079 0.89848 5.21016 -0.2 -0.1 0.0 -0.22
O 1.90458 -0.02508 3.09035 0.0 0.0 -0.1 -0.23
C 0.74258 -0.82734 2.84586 -0.1 0.0 -0.2 -0.09
O 2.82061 2.00351 4.07762 0.1 0.0 -0.1 -0.21
C 2.95054 3.04252 5.06634 0.0 0.1 0.1 -0.07
H 1.81036 -1.49829 6.08114 0.0 0.0 0.0 0.09
H 3.01371 -2.14220 4.92437 0.0 0.0 0.0 0.08
H 3.50830 -1.66566 6.55905 0.0 0.1 0.0 0.09
H -0.16552 -0.26499 3.06077 0.0 0.0 0.1 0.08
H 0.75536 -1.73884 3.44137 0.0 0.0 0.0 0.09
H 0.76066 -1.09513 1.79090 0.1 0.0 0.0 0.08
H 3.30950 2.63683 6.01116 0.0 0.0 0.0 0.09
H 1.99115 3.53367 5.21711 0.0 -0.1 0.0 0.09
H 3.67309 3.75838 4.68682 0.0 -0.1 -0.1 0.09
C 5.61783 -4.19875 -2.63278 0.1 -0.1 -0.2 -0.09
O 5.20041 -3.86114 -1.30245 -0.2 0.1 0.1 -0.21
P 6.17060 -2.94188 -0.44943 0.2 -0.1 0.0 0.33
O 6.44397 -1.62880 -1.04035 0.0 0.1 -0.1 -0.23
O 7.43555 -3.83732 -0.14755 0.0 0.1 0.0 -0.20
C 8.66060 -3.57740 -0.85387 0.2 0.0 0.0 -0.08
O 5.45108 -2.92099 0.95415 -0.1 -0.2 0.1 -0.19
C 4.37264 -1.99727 1.10171 -0.1 0.2 0.0 -0.10
H 6.11138 -3.35243 -3.11358 0.0 0.0 0.0 0.08
H 6.29382 -5.05349 -2.60359 0.0 0.0 0.0 0.08
H 4.73546 -4.46515 -3.20734 -0.1 0.0 0.1 0.09
H 8.93916 -2.52912 -0.76698 -0.1 0.0 0.0 0.09
H 8.56258 -3.84963 -1.90462 0.0 0.0 0.0 0.08
H 9.42788 -4.19497 -0.39684 -0.1 -0.1 0.1 0.09
H 3.67711 -2.07934 0.26340 0.0 0.0 0.0 0.08
H 4.76154 -0.98064 1.16013 0.0 0.0 0.0 0.09
H 3.85080 -2.23770 2.02414 0.1 -0.1 0.0 0.08
C -8.21923 -2.76736 2.02281 -0.1 -0.1 0.0 -0.09
O -7.79555 -1.42546 1.75503 0.1 0.1 0.0 -0.22
P -8.78514 -0.48141 0.94356 0.0 0.0 -0.1 0.33
O -10.09622 -0.28823 1.55656 -0.1 -0.1 0.0 -0.21
O -8.79502 -1.05383 -0.53309 0.0 0.0 0.0 -0.21
C -9.96584 -1.75381 -0.99034 -0.1 0.0 -0.1 -0.08
O -7.90045 0.81063 0.75984 0.3 0.1 -0.1 -0.21
C -7.84454 1.73348 1.86337 -0.1 0.1 0.2 -0.09
H -9.28501 -2.80331 2.25198 0.0 0.0 0.0 0.09
H -8.00022 -3.40142 1.16260 0.0 0.0 0.0 0.09
H -7.66103 -3.12610 2.88257 0.0 0.1 0.0 0.09
H -10.85846 -1.15337 -0.82998 0.0 0.0 0.1 0.09
H -10.06839 -2.70847 -0.47590 0.0 0.0 0.0 0.08
H -9.83590 -1.93262 -2.05373 0.1 0.0 0.0 0.09
H -7.62731 1.21590 2.79784 0.0 0.0 0.0 0.10
H -8.78837 2.26766 1.95124 0.0 0.0 0.1 0.09
H -7.04952 2.44466 1.65769 0.0 -0.1 -0.1 0.07
C 10.42488 -7.68166 -6.00309 0.0 -0.1 0.0 -0.09
O 9.89262 -6.38729 -6.30358 0.0 0.1 0.0 -0.21
P 8.34330 -6.14014 -6.06990 0.0 0.0 -0.1 0.33
O 7.88939 -6.34888 -4.69111 -0.1 -0.1 0.1 -0.23
O 7.60966 -7.01466 -7.16531 0.0 0.0 0.1 -0.20
C 6.94211 -8.21917 -6.75800 -0.2 -0.1 0.0 -0.08
O 8.15533 -4.68970 -6.64844 0.0 0.0 -0.1 -0.20
C 8.51376 -3.58790 -5.80295 0.0 0.1 0.1 -0.08
H 9.96124 -8.09946 -5.10807 0.0 0.0 0.0 0.09
H 10.26896 -8.34898 -6.85154 0.0 0.0 0.0 0.09
H 11.49095 -7.56904 -5.82958 0.0 0.1 0.0 0.09
H 6.25109 -8.01910 -5.94168 0.1 0.0 0.0 0.08
H 7.66420 -8.97473 -6.45023 0.0 0.0 0.0 0.08
H 6.38906 -8.58378 -7.61876 0.1 0.1 -0.1 0.09
H 9.50614 -3.73004 -5.37478 0.0 0.0 0.0 0.09
H 7.78059 -3.47663 -5.00536 0.0 0.0 0.0 0.07
H 8.51572 -2.69498 -6.42067 0.0 0.0 -0.1 0.09
```
Positions in Å, forces in eV/Å.

The calculation puts the HOMO-LUMO gap at 9.14 eV. Its total charge is +1. The LUMO energy is -2.81 eV.